(1)
A molecular structure, C32H22BrIrN6O4, computed with the ωB97M-V functional and the def2-TZVPD basis.

Each line ends with the Löwdin charge.
Atoms and positions in Å:
Ir  0.111  -0.041  0.035  1.67
C  -1.723  -2.560  3.008  -0.03
C  -2.907  -1.931  3.370  -0.02
C  -3.196  -0.717  2.799  0.02
C  -2.334  -0.142  1.863  -0.28
N  -1.214  -0.786  1.475  0.00
C  -0.916  -1.957  2.075  -0.09
N  -2.714  1.111  1.430  0.20
C  -2.088  1.852  0.610  -0.24
N  -0.895  1.591  -0.075  -0.03
C  -0.620  2.660  -0.933  -0.24
N  0.321  2.781  -1.774  0.20
C  1.312  1.857  -2.032  -0.27
C  2.229  2.258  -3.006  0.02
C  3.276  1.446  -3.363  -0.02
C  3.404  0.225  -2.717  -0.02
C  2.483  -0.114  -1.758  -0.11
N  1.433  0.661  -1.420  0.00
C  -1.661  3.682  -0.725  -0.10
C  -1.827  4.925  -1.302  0.01
C  -2.930  5.667  -0.899  -0.04
C  -3.829  5.171  0.046  -0.04
C  -3.653  3.916  0.617  0.01
C  -2.551  3.191  0.211  -0.10
H  -1.418  -3.500  3.445  0.12
H  -3.573  -2.373  4.098  0.12
H  -4.079  -0.150  3.056  0.13
H  0.027  -2.402  1.809  0.11
H  2.068  3.229  -3.450  0.12
H  3.987  1.756  -4.118  0.12
H  4.219  -0.451  -2.929  0.12
H  2.608  -1.022  -1.199  0.10
H  -1.124  5.297  -2.035  0.12
H  -3.098  6.647  -1.323  0.11
H  -4.678  5.776  0.337  0.11
H  -4.343  3.519  1.349  0.12
C  1.931  -3.960  -0.284  0.02
C  0.972  -2.856  -0.621  -0.34
O  1.117  -1.817  0.085  -0.18
C  -0.002  -3.004  -1.649  -0.09
C  -0.059  -4.238  -2.364  -0.02
C  -0.967  -4.455  -3.350  -0.06
C  -1.881  -3.427  -3.670  -0.04
C  -1.864  -2.232  -3.013  0.01
C  -0.925  -1.980  -1.986  -0.29
O  -0.994  -0.805  -1.425  -0.18
H  2.583  -3.633  0.522  0.10
H  2.536  -4.221  -1.153  0.11
H  1.394  -4.858  0.024  0.10
H  0.639  -5.025  -2.116  0.11
H  -0.989  -5.397  -3.877  0.11
H  -2.611  -3.586  -4.454  0.12
H  -2.560  -1.440  -3.252  0.13
Br  1.088  2.639  6.608  0.76
C  2.299  2.189  5.233  -0.67
C  3.663  2.359  5.427  -0.17
N  4.564  2.060  4.495  0.09
C  4.123  1.582  3.336  -0.07
C  2.776  1.378  3.057  -0.11
C  1.840  1.688  4.034  -0.05
C  2.385  0.842  1.720  -0.52
O  3.197  0.613  0.853  0.09
O  1.090  0.561  1.644  -0.20
H  4.039  2.749  6.365  0.11
H  4.865  1.346  2.584  0.12
H  0.784  1.542  3.854  0.11

- LUMO (spin up / spin down) (eV) = -3.71 / -5.64
- HOMO-LUMO gap (spin up / spin down) (eV) = 7.59 / 5.65
- charge = +1
- 2S+1 = 2
- HOMO energy (spin up / spin down) (eV) = -11.29 / -11.29

---

(2)
A molecular structure, C32H22CrO6S at a distorted geometry, computed with the ωB97M-V functional and the def2-TZVPD basis.

Each line ends with the Löwdin charge.
Atoms and positions in Å:
C  -0.721  4.685  -0.153  -0.04
C  0.197  4.192  -1.086  -0.03
C  0.068  2.890  -1.564  -0.05
C  -0.914  2.065  -1.008  -0.31
S  -1.016  0.389  -1.563  0.89
C  -1.112  0.605  -3.179  -0.05
C  -0.268  0.486  -4.350  -0.35
O  -0.279  1.429  -5.167  0.11
C  0.490  -0.766  -4.626  -0.16
C  0.360  -1.908  -3.830  -0.02
C  1.118  -3.043  -4.121  -0.05
C  1.913  -3.077  -5.274  -0.05
C  2.007  -1.946  -6.100  -0.05
C  1.303  -0.789  -5.772  0.00
O  0.519  0.023  -1.461  -0.20
O  -1.918  -0.495  -0.868  -0.20
C  -1.849  2.554  -0.100  -0.05
C  -1.737  3.865  0.341  -0.05
H  -0.656  5.723  0.172  0.12
H  1.010  4.813  -1.468  0.12
H  0.713  2.532  -2.372  0.14
H  -2.016  1.201  -3.348  0.15
H  -0.358  -1.889  -3.008  0.11
H  1.062  -3.892  -3.443  0.11
H  2.451  -3.986  -5.534  0.11
H  2.622  -1.951  -6.999  0.11
H  1.358  0.105  -6.399  0.13
H  -2.619  1.884  0.275  0.12
H  -2.463  4.234  1.063  0.12
O  -0.575  -1.763  7.011  0.17
C  -1.048  -1.129  6.157  -0.06
Cr  -1.528  0.069  4.748  0.25
C  0.325  0.036  4.410  -0.12
O  1.486  0.033  4.303  0.16
C  -1.048  1.449  5.969  -0.07
O  -0.604  2.192  6.749  0.17
C  -3.654  -0.239  4.733  -0.13
C  -3.052  -1.308  4.051  -0.11
C  -2.124  -1.065  3.043  -0.09
C  -1.781  0.251  2.643  -0.33
C  -0.659  0.457  1.726  0.02
C  0.200  0.408  0.857  -0.01
C  1.174  0.383  -0.228  -0.28
C  2.165  -0.739  -0.107  -0.18
C  3.345  -0.736  -0.858  -0.02
C  4.032  -1.935  -1.025  -0.07
C  3.560  -3.114  -0.438  -0.08
C  2.462  -3.069  0.421  -0.06
C  1.803  -1.854  0.647  -0.01
C  -2.465  1.309  3.284  -0.12
C  -3.396  1.068  4.299  -0.12
H  -4.327  -0.425  5.574  0.14
H  -3.269  -2.339  4.333  0.14
H  -1.602  -1.886  2.544  0.15
H  1.692  1.336  -0.360  0.16
H  3.684  0.200  -1.307  0.12
H  4.921  -1.962  -1.646  0.11
H  4.062  -4.069  -0.637  0.11
H  2.085  -3.961  0.921  0.11
H  0.985  -1.769  1.368  0.11
H  -2.223  2.330  2.975  0.13
H  -3.892  1.912  4.780  0.14

- LUMO (spin up / spin down) (eV) = -3.17 / -5.91
- HOMO-LUMO gap (spin up / spin down) (eV) = 4.32 / 5.38
- charge = +1
- 2S+1 = 4
- HOMO energy (spin up / spin down) (eV) = -7.50 / -11.29

---

(3)
A molecular structure, C32H22F12NO2RhTe, computed with the ωB97M-V functional and the def2-TZVPD basis.

Each line ends with the Löwdin charge.
Atoms and positions in Å:
Rh  0.304  -0.022  1.094  0.95
C  -6.348  1.549  0.317  -0.04
C  -4.855  1.487  0.142  -0.25
C  -4.090  2.643  0.035  -0.03
C  -2.721  2.556  -0.124  -0.01
C  -2.081  1.320  -0.157  -0.23
N  -0.671  1.323  -0.283  0.06
C  -0.118  1.854  -1.390  -0.19
C  -0.908  2.035  -2.560  0.02
C  -0.393  2.599  -3.696  -0.02
C  0.933  3.034  -3.722  -0.23
C  1.515  3.659  -4.955  -0.04
C  1.722  2.833  -2.589  0.03
C  1.268  2.218  -1.438  -0.02
C  2.209  2.026  -0.229  -0.35
O  2.026  0.904  0.514  -0.31
C  2.043  3.269  0.694  -0.56
F  0.818  3.268  1.252  0.12
F  2.176  4.433  0.045  0.16
F  2.928  3.257  1.701  0.15
C  3.705  1.947  -0.692  -0.55
F  4.211  3.134  -1.099  0.13
F  4.489  1.522  0.295  0.17
F  3.834  1.084  -1.709  0.16
C  -2.818  0.139  -0.013  -0.06
C  -4.202  0.262  0.109  0.02
C  -2.157  -1.256  -0.011  -0.36
O  -0.797  -1.286  -0.051  -0.23
C  -2.590  -2.002  1.283  -0.55
F  -2.330  -1.200  2.349  0.09
F  -1.895  -3.121  1.465  0.17
F  -3.891  -2.324  1.354  0.16
C  -2.619  -2.035  -1.278  -0.55
F  -2.263  -1.336  -2.368  0.16
F  -3.949  -2.233  -1.355  0.15
F  -2.039  -3.234  -1.347  0.17
H  -6.745  2.507  -0.018  0.08
H  -6.622  1.424  1.366  0.09
H  -6.845  0.759  -0.247  0.08
H  -4.566  3.616  0.065  0.12
H  -2.118  3.450  -0.213  0.13
H  -1.928  1.678  -2.552  0.12
H  -1.015  2.706  -4.576  0.12
H  0.752  4.186  -5.527  0.08
H  1.944  2.892  -5.604  0.09
H  2.310  4.362  -4.708  0.08
H  2.743  3.180  -2.635  0.12
H  -4.804  -0.631  0.180  0.12
Te  1.177  0.741  3.540  1.53
C  -0.207  2.239  4.046  -0.51
C  -1.559  2.088  3.762  -0.13
C  -2.444  3.106  4.086  -0.08
C  -1.979  4.272  4.679  -0.08
C  -0.628  4.424  4.949  -0.08
C  0.264  3.406  4.634  -0.14
C  0.627  -0.639  5.028  -0.51
C  1.368  -0.660  6.205  -0.15
C  1.031  -1.550  7.216  -0.08
C  -0.040  -2.416  7.052  -0.08
C  -0.772  -2.398  5.874  -0.07
C  -0.439  -1.514  4.858  -0.13
H  -1.927  1.189  3.283  0.08
H  -3.498  2.989  3.866  0.10
H  -2.672  5.066  4.926  0.10
H  -0.262  5.334  5.405  0.11
H  1.320  3.530  4.839  0.10
H  2.206  0.013  6.338  0.09
H  1.609  -1.566  8.130  0.10
H  -0.301  -3.109  7.841  0.10
H  -1.602  -3.080  5.738  0.11
H  -1.004  -1.519  3.938  0.07

- LUMO (spin up / spin down) (eV) = 0.46 / -1.95
- HOMO-LUMO gap (spin up / spin down) (eV) = 8.46 / 7.00
- charge = 0
- 2S+1 = 5
- HOMO energy (spin up / spin down) (eV) = -8.00 / -8.95